[1]
Density functional theory data (ωB97M-V with the def2-TZVPD basis set) for a cluster of 2 separate species, C5H11NO2 in total in a non-equilibrium geometry.

Summary:
Structure (SMILES)   [H]/N=C\OC.CC(C)=O
Energy relative to the best compared isomer or geometry (same formula, charge and spin)   2.598 eV
Gap between HOMO and LUMO   10.58 eV
DFT total energy   -10946.6692 eV
Multiplicity   1

The geometry in XYZ format:
```
19
Properties=species:S:1:pos:R:3:nbo_charge:R:1
H 1.704 1.105 0.204 0.410
N 1.496 1.915 0.812 -0.632
C 0.437 2.013 1.399 0.399
O -0.912 1.339 1.066 -0.616
C -1.672 0.924 2.171 -0.254
H -0.091 2.815 1.921 0.161
H -1.285 -0.010 2.602 0.166
H -1.662 1.683 2.966 0.163
H -2.706 0.760 1.856 0.191
C -0.266 -1.306 -0.455 -0.749
C 0.984 -1.008 -1.230 0.625
C 0.952 -1.350 -2.695 -0.719
O 1.955 -0.488 -0.718 -0.584
H -0.008 -1.690 0.531 0.238
H -0.915 -2.007 -0.974 0.215
H -0.806 -0.364 -0.300 0.283
H 0.842 -2.429 -2.812 0.233
H 1.865 -1.022 -3.185 0.235
H 0.089 -0.878 -3.162 0.233
```

[2]
Density functional theory data (ωB97M-V with the def2-TZVPD basis set) for an isolated molecule of C5H7ClN2 in a non-equilibrium geometry.

Summary:
Structure (SMILES)   [H]/N=C(/C=C\Cl)N1CC1
Energy relative to the best compared isomer or geometry (same formula, charge and spin)   4.370 eV
Gap between HOMO and LUMO   9.68 eV
DFT total energy   -20796.8979 eV
Multiplicity   1

The geometry in XYZ format:
```
15
Properties=species:S:1:pos:R:3:nbo_charge:R:1
H 0.156 2.199 -0.185 0.361
N -0.790 1.622 -0.331 -0.622
C -0.561 0.396 -0.331 0.386
C -1.247 -0.851 -0.381 -0.309
C -2.606 -0.887 -0.256 -0.149
Cl -3.548 0.488 0.246 0.054
N 0.888 -0.162 -0.511 -0.453
C 1.575 -0.593 0.679 -0.267
C 1.897 0.705 -0.033 -0.268
H -0.633 -1.743 -0.587 0.250
H -2.966 -1.855 -0.613 0.223
H 1.132 -0.372 1.779 0.191
H 2.112 -1.529 0.617 0.205
H 1.834 1.810 0.654 0.188
H 2.756 0.773 -0.748 0.209
```

[3]
Density functional theory data (ωB97M-V with the def2-TZVPD basis set) for a cluster of 3 separate species, C53H69N4O8P2S2 in total in a non-equilibrium geometry.

Summary:
Charge   +1
Gap between HOMO and LUMO   6.87 eV
DFT total energy   -118666.4338 eV
Multiplicity   1

The geometry in XYZ format:
```
138
Properties=species:S:1:pos:R:3:lowdin_charge:R:1
C 0.903 6.129 0.786 -0.029
C -0.384 5.375 1.036 -0.216
C -0.964 5.466 2.302 -0.038
C -2.137 4.810 2.645 -0.060
C -2.762 4.041 1.674 -0.065
C -2.228 3.950 0.400 -0.041
C -1.039 4.596 0.076 -0.184
C -0.463 4.476 -1.338 -0.064
C -0.821 3.151 -1.965 -0.201
N -1.666 3.217 -2.954 0.178
N -2.011 2.061 -3.489 0.113
C -1.638 0.854 -3.128 -0.122
C -2.150 -0.339 -3.869 -0.113
C -1.172 -0.642 -5.026 -0.228
C -1.426 -1.994 -5.693 -0.499
S -1.012 -3.402 -4.655 0.939
C 0.626 -3.905 -5.177 -1.039
S 1.187 -3.477 -6.647 0.761
N 1.298 -4.670 -4.223 -0.081
C 0.578 -5.874 -3.851 -0.266
C -0.236 -6.569 -4.740 -0.046
C -0.907 -7.699 -4.300 -0.063
C -0.781 -8.158 -2.997 -0.075
C 0.058 -7.489 -2.111 -0.063
C 0.722 -6.359 -2.559 -0.027
C 2.679 -4.952 -4.562 -0.285
C 3.671 -4.271 -3.878 -0.027
C 5.024 -4.492 -4.096 -0.071
C 5.395 -5.441 -5.042 -0.075
C 4.410 -6.125 -5.744 -0.064
C 3.067 -5.892 -5.508 -0.040
C -0.725 0.742 -2.053 0.013
C -0.304 -0.632 -1.611 -0.240
C 1.011 -1.063 -1.639 -0.014
C 1.416 -2.344 -1.250 -0.020
C 0.364 -3.169 -0.859 -0.041
C -0.925 -2.661 -0.888 -0.127
N -1.297 -1.441 -1.228 0.126
C -0.278 1.913 -1.455 -0.032
C 0.700 1.894 -0.336 -0.075
C 2.062 2.618 -0.622 -0.088
C 2.586 2.423 -2.029 -0.213
C 3.480 1.378 -2.278 -0.061
C 3.970 1.110 -3.546 -0.071
C 3.586 1.884 -4.634 -0.074
C 2.732 2.952 -4.398 -0.073
C 2.244 3.214 -3.123 -0.042
H 0.765 7.010 0.156 0.095
H 1.700 5.522 0.354 0.060
H 1.272 6.466 1.755 0.081
H -0.440 6.054 3.050 0.113
H -2.519 4.915 3.651 0.111
H -3.669 3.522 1.963 0.096
H -2.769 3.349 -0.324 0.112
H -0.950 5.247 -1.941 0.140
H 0.606 4.637 -1.279 0.080
H -2.647 2.117 -4.279 0.187
H -2.199 -1.212 -3.224 0.088
H -3.162 -0.100 -4.214 0.136
H -1.295 0.125 -5.802 0.120
H -0.143 -0.543 -4.667 0.119
H -2.498 -2.069 -5.897 0.085
H -0.924 -1.999 -6.660 0.034
H -0.341 -6.220 -5.762 0.113
H -1.554 -8.262 -4.962 0.111
H -1.329 -9.027 -2.654 0.107
H 0.192 -7.823 -1.090 0.108
H 1.388 -5.822 -1.891 0.107
H 3.367 -3.534 -3.140 0.091
H 5.753 -3.948 -3.510 0.104
H 6.453 -5.623 -5.185 0.106
H 4.728 -6.865 -6.469 0.110
H 2.321 -6.448 -6.063 0.116
H 1.767 -0.368 -1.992 0.100
H 2.443 -2.676 -1.278 0.107
H 0.548 -4.194 -0.571 0.098
H -1.724 -3.343 -0.606 0.121
H 0.957 0.888 -0.042 0.074
H 0.255 2.393 0.532 0.138
H 2.787 2.131 0.038 0.105
H 2.054 3.654 -0.300 0.088
H 3.795 0.760 -1.441 0.115
H 4.639 0.271 -3.699 0.109
H 3.930 1.684 -5.641 0.108
H 2.418 3.592 -5.216 0.107
H 1.584 4.068 -3.022 0.100
O 5.355 1.443 2.528 -0.239
P 5.174 0.879 3.891 0.538
O 6.105 -0.459 3.956 -0.184
C 7.394 -0.505 3.341 -0.280
C 8.497 -0.265 4.353 -0.074
O 3.683 0.219 3.794 -0.197
C 2.782 0.615 2.772 -0.289
C 2.799 -0.393 1.639 -0.064
O 4.959 1.023 5.492 -0.172
C 5.996 1.582 6.311 -0.265
C 6.528 2.894 5.777 -0.082
H 7.473 0.210 2.521 0.106
H 7.501 -1.504 2.915 0.119
H 8.466 0.762 4.726 0.062
H 9.476 -0.430 3.901 0.081
H 8.389 -0.932 5.210 0.082
H 3.014 1.618 2.410 0.095
H 1.784 0.654 3.214 0.122
H 3.813 -0.562 1.272 0.084
H 2.180 -0.066 0.812 0.025
H 2.426 -1.357 1.989 0.086
H 6.794 0.847 6.439 0.106
H 5.557 1.741 7.296 0.123
H 6.984 2.766 4.788 0.067
H 7.284 3.301 6.447 0.087
H 5.721 3.621 5.674 0.086
O -6.192 1.799 4.292 -0.236
P -7.479 1.281 3.762 0.536
O -7.866 -0.008 4.684 -0.184
C -7.628 -0.019 6.092 -0.279
C -8.888 0.314 6.868 -0.075
O -7.017 0.551 2.379 -0.202
C -5.768 0.856 1.773 -0.300
C -4.738 -0.200 2.125 -0.072
O -8.954 1.481 3.112 -0.175
C -9.993 2.120 3.866 -0.267
C -9.556 3.433 4.480 -0.083
H -6.824 0.664 6.369 0.106
H -7.301 -1.028 6.346 0.119
H -9.184 1.353 6.700 0.061
H -8.729 0.178 7.938 0.081
H -9.717 -0.320 6.551 0.082
H -5.424 1.850 2.060 0.083
H -5.923 0.866 0.691 0.114
H -4.665 -0.333 3.204 0.077
H -3.753 0.068 1.735 0.067
H -5.029 -1.164 1.704 0.076
H -10.370 1.429 4.624 0.106
H -10.812 2.299 3.170 0.122
H -8.736 3.287 5.193 0.067
H -10.384 3.901 5.011 0.086
H -9.201 4.117 3.708 0.086
```

[4]
Density functional theory data (ωB97M-V with the def2-TZVPD basis set) for an isolated molecule of C3H2N4O in a non-equilibrium geometry.

Summary:
Energy relative to the best compared isomer or geometry (same formula, charge and spin)   6.215 eV
Gap between HOMO and LUMO (alpha / beta)   8.22 / 7.99 eV
DFT total energy   -11143.0567 eV
Multiplicity   1

The geometry in XYZ format:
```
10
Properties=species:S:1:pos:R:3:nbo_charge:R:1
C 0.448 -1.701 0.720 0.385
C -0.069 -0.441 0.248 -0.141
C -0.955 0.013 -0.689 0.134
N -0.456 1.130 -2.427 0.069
N 0.260 0.893 0.654 -0.362
N -0.589 1.408 -0.330 -0.153
N -0.132 1.828 -1.537 0.042
O 1.278 -1.832 1.584 -0.502
H 0.016 -2.564 0.180 0.132
H 0.198 1.267 1.596 0.397
```

[5]
Density functional theory data (ωB97M-V with the def2-TZVPD basis set) for a structure of composition C16H20B3F24O8Sn in a non-equilibrium geometry.

Summary:
Charge   -2
⟨S²⟩   0.75
Gap between HOMO and LUMO (alpha / beta)   5.39 / 9.45 eV
DFT total energy   -106397.3891 eV
Multiplicity   2

The geometry in XYZ format:
```
72
Properties=species:S:1:pos:R:3:lowdin_spin:R:1
Sn 0.645 -0.743 5.392 0.829
B 0.343 -0.232 2.005 0.013
F 0.323 -1.486 2.639 0.012
F -0.233 0.687 2.783 0.025
F 1.690 0.096 1.819 0.001
F -0.280 -0.227 0.750 0.000
B 3.263 1.167 4.585 0.016
F 4.468 1.752 4.479 0.000
F 3.320 -0.052 3.930 0.026
F 2.917 1.160 5.865 0.010
F 2.424 1.869 3.819 0.003
B -0.793 -3.779 5.748 0.017
F -1.480 -4.944 6.029 0.001
F -1.526 -2.655 5.950 0.014
F 0.370 -3.700 6.506 0.024
F -0.353 -3.745 4.439 0.009
C 4.041 -2.391 0.064 0.000
C 2.677 -3.120 0.131 0.000
O 2.446 -3.614 -1.169 0.000
C 2.974 -4.781 -1.628 0.000
O 3.689 -5.461 -0.895 0.000
C 2.410 -5.223 -3.030 0.000
F 1.113 -5.020 -3.120 0.000
F 2.969 -4.333 -3.973 0.000
F 2.704 -6.473 -3.355 0.000
H 4.271 -1.960 1.038 0.000
H 4.019 -1.547 -0.625 0.000
H 4.872 -2.980 -0.323 0.000
H 1.902 -2.412 0.424 0.000
H 2.785 -3.917 0.867 0.000
C -3.340 -1.259 -0.966 0.000
C -3.917 0.095 -0.585 0.000
O -5.058 0.330 -1.436 0.000
C -5.868 1.432 -1.263 0.000
O -5.686 2.288 -0.397 0.000
C -7.012 1.470 -2.204 0.000
F -7.448 0.272 -2.492 0.000
F -7.992 2.185 -1.701 0.000
F -6.675 2.047 -3.302 0.000
H -2.606 -1.570 -0.224 0.000
H -2.988 -1.203 -1.996 0.000
H -4.114 -2.027 -0.969 0.000
H -3.263 0.962 -0.685 0.000
H -4.399 0.057 0.392 0.000
C -2.205 2.718 1.268 0.000
C -0.695 2.881 0.959 0.000
O -0.486 4.033 0.231 0.000
C 0.782 4.578 0.126 0.000
O 1.818 3.982 0.501 0.000
C 0.748 5.905 -0.790 0.000
F 0.202 6.863 0.011 0.000
F 1.964 6.258 -1.203 0.000
F -0.021 5.655 -1.839 0.000
H -2.605 3.442 1.978 0.000
H -2.360 1.731 1.705 0.000
H -2.836 2.687 0.381 0.000
H -0.398 2.044 0.327 0.000
H -0.027 2.889 1.820 0.000
C 0.189 -1.450 -3.261 0.000
C 1.047 -0.599 -2.319 0.000
O 1.389 0.628 -2.943 0.000
C 2.115 1.527 -2.268 0.000
O 2.607 1.383 -1.161 0.000
C 2.193 2.867 -3.061 0.000
F 3.383 3.401 -2.749 0.000
F 2.105 2.615 -4.348 0.000
F 1.208 3.670 -2.727 0.000
H 0.749 -1.659 -4.173 0.000
H -0.805 -1.047 -3.452 0.000
H -0.008 -2.428 -2.822 0.000
H 1.902 -1.225 -2.064 0.000
H 0.441 -0.363 -1.444 0.000
```

- What is the formula in the first record?
  C5H11NO2

- Among the records above, which one has the highest DFT total energy?
  C5H11NO2

- Among the records above, which one has the highest multiplicity?
  C16H20B3F24O8Sn

- Which value of DFT total energy does entry 3 give?
  -118666.4338 eV